Run i
Density functional theory data (ωB97M-V/def2-TZVPD) for the ion CH6N3 with charge +1.

Computed properties:
Charge: +1
LUMO, eV: -3.95
Highest occupied orbital energy, eV: -15.401
SMILES: [NH3+]N1CN1
Frontier orbital gap, hartree: 0.421

Atoms and positions in Å:
N (1.3506, -0.2219, -0.0283)
N (0.0099, -0.2416, 0.5607)
C (-1.0677, 0.6326, 0.0707)
N (-0.9454, -0.7206, -0.3416)
H (1.9257, -1.0540, 0.3654)
H (1.8292, 0.7148, 0.1174)
H (1.3068, -0.3489, -1.0130)
H (-0.9601, 1.4855, -0.5946)
H (-1.7637, 1.1810, 0.7460)
H (-1.6853, -1.4269, 0.1173)

Run ii
Density functional theory data (ωB97M-V/def2-TZVPD) for a cluster of 2 separate species, CH6N3 in total.

Computed properties:
Charge: +1
LUMO (alpha / beta), eV: -6.07 / -8.77
Highest occupied orbital energy (alpha / beta), eV: -16.034 / -15.552
Frontier orbital gap (alpha / beta), hartree: 0.366 / 0.249

Atoms and positions in Å:
C (1.0729, 0.0879, -0.3338)
N (-0.1332, 0.0870, 0.1526)
N (2.1098, -0.1947, 0.3811)
N (-2.8026, -0.0442, 0.0568)
H (1.0209, 0.3463, -1.4720)
H (-0.1750, -0.1792, 1.2273)
H (2.0075, -0.2507, 1.3433)
H (3.0496, -0.3533, -0.1094)
H (-2.9272, 0.6914, 0.7516)
H (-2.7414, -0.9939, 0.5768)

Run iii
Density functional theory data (ωB97M-V/def2-TZVPD) for the ion CH6N3 with charge +1.

Computed properties:
Charge: +1
LUMO, eV: -4.36
Highest occupied orbital energy, eV: -15.105
SMILES: C1N[NH2+]N1
Frontier orbital gap, hartree: 0.395

Atoms and positions in Å:
C (0.7685, -0.0342, -0.6977)
N (-0.5391, -0.7049, -0.5001)
N (-0.7392, -0.0527, 0.7652)
N (0.5367, 0.7776, 0.4990)
H (1.5346, -0.7151, -0.6013)
H (0.6797, 0.6631, -1.6420)
H (-1.1577, -0.5882, -1.2820)
H (-1.6759, 0.5784, 0.6389)
H (-0.7801, -0.7195, 1.6332)
H (1.3724, 0.7956, 1.1868)

How far above the most stable structure does each one sit? In kJ/mol: run i 0.0; run ii 148.7; run iii 44.1.

Run i
Density functional theory data (ωB97M-V/def2-TZVPD) for a structure of composition C3H3FO2.

Computed properties:
LUMO, eV: -0.68
Highest occupied orbital energy, eV: -10.337
Frontier orbital gap, hartree: 0.355

Atoms and positions in Å:
C (0.4452, -0.1858, 0.2960)
C (-0.8195, -0.3842, 1.0005)
C (0.2061, 0.9589, -0.8870)
H (1.2299, -0.0073, 0.7929)
H (-1.1056, -1.4139, 0.8646)
H (-1.0664, 1.4547, -0.5881)
O (-1.3680, 0.2982, 1.8736)
O (0.8204, 0.8883, -1.9636)
F (0.7036, -1.3177, -0.3118)

Run ii
Density functional theory data (ωB97M-V/def2-TZVPD) for the molecule C3H3FO2.

Computed properties:
LUMO, eV: -0.36
Highest occupied orbital energy, eV: -11.151
SMILES: C=CC(=O)OF
Frontier orbital gap, hartree: 0.396

Atoms and positions in Å:
C (-1.6164, -0.2543, 0.1022)
C (-0.5364, 0.5025, -0.0902)
C (0.7267, -0.1952, -0.0479)
O (0.9848, -1.3419, -0.0389)
O (1.9771, 0.8141, 0.0258)
F (3.1414, 0.0932, -0.0495)
H (-2.6185, 0.1304, 0.0740)
H (-1.5032, -1.3090, 0.3068)
H (-0.5555, 1.5601, -0.2820)

Run iii
Density functional theory data (ωB97M-V/def2-TZVPD) for a structure of composition C3H3FO2.

Computed properties:
LUMO, eV: -0.85
Highest occupied orbital energy, eV: -9.807
Frontier orbital gap, hartree: 0.329

Atoms and positions in Å:
C (1.0585, -0.5342, 0.1693)
C (0.1137, 0.5909, -0.1648)
C (-1.4631, 0.4143, -0.1011)
H (1.0611, -0.6989, 1.3520)
H (0.3852, -1.6498, -0.3389)
H (-2.2959, 1.1263, -0.4871)
O (0.4868, 1.7715, 0.0166)
O (-1.6248, -0.7767, -0.1217)
F (2.2785, -0.2435, -0.3242)

How far above the most stable structure does each one sit? In kJ/mol: run i 8.6; run ii 87.8; run iii 0.0.